Entry 1:
C5H7N | the ωB97M-V functional and the def2-TZVPD basis

Values from the calculation:
molecular weight: 81.1 Da
orbital gap (spin up / spin down): 5.24 / 8.37 eV
relative energy (zero: lowest compared OMol25 entry of this formula, charge and spin): 401.7 kJ/mol
E: -6779.43163 eV
multiplicity: 3
charge: 0

Element x y z (Å)
C (0.66174, 2.54310, 1.51144)
C (1.60457, 1.73732, 0.99670)
C (0.23476, 1.30876, 0.81462)
C (-1.21964, -1.81262, -1.19632)
C (-0.02457, -1.01934, -0.59910)
N (-0.66574, 0.63426, 0.26981)
H (0.32932, 3.24155, 2.16793)
H (2.60649, 1.53518, 1.09681)
H (-2.06773, -1.14418, -1.11578)
H (-1.10633, -2.09656, -2.29633)
H (-1.28063, -2.64208, -0.60991)
H (0.70391, -0.58584, -1.26381)
H (0.22384, -1.69956, 0.22393)


Entry 2:
C3H11OPSi | the ωB97M-V functional and the def2-TZVPD basis

Values from the calculation:
molecular weight: 122.2 Da
orbital gap: 8.53 eV
relative energy (zero: lowest compared OMol25 entry of this formula, charge and spin): 361.3 kJ/mol
E: -22500.50188 eV
multiplicity: 1
charge: 0
structure (SMILES): C=[Si](C)C.OP

Element x y z (Å)
C (1.38779, -1.68706, -0.52202)
C (0.88635, 1.23334, -0.29884)
C (3.21963, 0.20793, 1.80335)
O (-4.45124, -0.59987, -0.55835)
Si (2.06493, -0.09879, 0.45546)
P (-4.06448, 1.01892, -0.64664)
H (1.12640, -1.33493, -1.45398)
H (2.21365, -2.30486, -0.64123)
H (0.50008, -2.21270, -0.08610)
H (-0.07297, 0.80426, -0.78417)
H (0.58559, 1.89698, 0.43713)
H (1.46251, 1.68387, -1.02708)
H (3.78202, -0.75672, 2.03861)
H (-2.64679, 0.75908, -0.34766)
H (3.45403, 1.15078, 2.17880)
H (-5.06785, -0.94630, -1.24209)
H (-4.37966, 1.18608, 0.69480)


Entry 3:
C10H20BF4N3O5PPtS | the ωB97M-V functional and the def2-TZVPD basis

Values from the calculation:
molecular weight: 607.2 Da
orbital gap: 8.60 eV
relative energy (zero: lowest compared OMol25 entry of this formula, charge and spin): 0.0 kJ/mol
E: -60323.46626 eV
multiplicity: 1
charge: +1

Element x y z (Å)
Pt (-0.97359, 0.20892, 0.18020)
C (-2.64271, -0.40178, 4.63927)
O (-2.40712, 0.87896, 3.99476)
C (-1.86521, 0.84574, 2.81191)
O (-1.57840, -0.20130, 2.20802)
N (-1.70291, 2.07016, 2.25358)
N (-0.86216, 2.08867, 1.11713)
H (-3.07530, -0.15242, 5.60032)
H (-1.70049, -0.92845, 4.75927)
H (-3.33311, -0.98880, 4.04046)
H (-1.75734, 2.89880, 2.82809)
H (0.11861, 2.18728, 1.39807)
H (-1.07267, 2.84276, 0.46637)
S (-1.03224, -1.98813, -0.46299)
C (0.53334, -2.61770, -0.05314)
N (1.50091, -1.86034, 0.49608)
C (2.73467, -2.31390, 0.80250)
C (3.05409, -3.62231, 0.58633)
C (2.07706, -4.45469, 0.02918)
C (0.83405, -3.96278, -0.29564)
H (1.33239, -0.86550, 0.67225)
H (3.40938, -1.57357, 1.20788)
H (4.03822, -3.98832, 0.83491)
H (2.30235, -5.49604, -0.15991)
H (0.07885, -4.59183, -0.74393)
C (-3.13258, 0.58775, -2.49531)
O (-1.73659, 0.53444, -2.83534)
P (-0.59648, 0.96747, -1.82690)
O (-0.63716, 2.53694, -1.68130)
C (0.06986, 3.44089, -2.57648)
O (0.68011, 0.72957, -2.68215)
C (1.24581, -0.52861, -3.08429)
H (-3.67317, 0.27169, -3.38106)
H (-3.42012, 1.60526, -2.23254)
H (-3.34608, -0.09127, -1.67007)
H (-0.29329, 4.43484, -2.33886)
H (-0.15461, 3.19254, -3.61085)
H (1.13442, 3.36364, -2.37735)
H (2.27911, -0.32415, -3.34347)
H (0.69854, -0.90884, -3.94410)
H (1.20524, -1.24475, -2.26905)
F (3.59506, 1.80803, 1.16325)
B (2.38245, 1.51426, 0.61562)
F (1.60866, 2.65449, 0.31958)
F (2.49719, 0.70091, -0.52572)
F (1.58298, 0.74144, 1.56542)


Entry 4:
C4H9NO2S2 | the ωB97M-V functional and the def2-TZVPD basis

Values from the calculation:
molecular weight: 167.3 Da
orbital gap: 8.42 eV
relative energy (zero: lowest compared OMol25 entry of this formula, charge and spin): 406.6 kJ/mol
E: -31545.09427 eV
multiplicity: 1
charge: 0
structure (SMILES): C=C(SC)SC.O=NO

Element x y z (Å)
C (-0.75494, 1.25522, -0.76009)
C (1.61916, -1.53471, -2.32753)
C (1.56456, -0.68779, 1.47745)
C (0.17359, 0.32872, -0.67367)
N (-2.48810, 1.87121, 1.64931)
O (-3.68342, 1.35242, 1.24663)
O (-2.21914, 1.77856, 2.79383)
S (0.04681, -1.33764, -1.46033)
S (1.71619, 0.49728, 0.09327)
H (-0.59736, 2.29346, -0.22601)
H (-1.68983, 1.05989, -1.27639)
H (-4.19637, 0.80475, 1.99568)
H (1.88487, -2.68388, -2.45919)
H (2.49605, -0.99848, -1.84058)
H (1.53274, -1.22560, -3.34760)
H (0.55771, -0.58027, 1.96347)
H (2.37273, -0.44612, 2.07430)
H (1.66476, -1.74701, 1.07745)